Entry 1:
70
Properties=species:S:1:pos:R:3:forces:R:3 method="wB97M-V/def2-TZVPD" lumo_ev="-8.9 / -8.9" total_charge=+2 energy_ha=-5090.3103 multiplicity=1 largest_force_ha_per_bohr=0.0498
Mo 0.1217 -0.5517 -0.0492 1.9471 0.0770 -0.4529
C 0.2237 -4.4975 1.2086 0.0197 0.0731 -0.3880
C -0.1661 -3.0868 1.4287 -0.0559 0.0174 0.9246
O -0.1856 -2.2580 0.3780 -0.5651 -2.4694 0.3920
C -0.4605 -2.5639 2.6514 0.0454 -0.1612 -0.3424
C -0.7706 -1.2002 2.8623 -0.0068 0.3788 -0.2311
C -1.2149 -0.7376 4.1991 -0.1051 -0.0117 0.1117
N -0.5881 -0.3019 1.8887 -0.1000 -0.1716 0.2273
N -0.8547 0.9909 2.2550 -0.1580 0.4309 -0.0358
C -0.5178 1.8108 1.3186 -0.5011 -0.2177 1.2294
O 0.0380 1.2295 0.2302 -0.1342 1.4791 0.0346
C -0.7618 3.2296 1.3785 0.2471 0.3795 -0.2735
C -1.0406 3.8310 2.6134 0.0613 -0.2181 -0.0151
C -1.2910 5.1847 2.6741 -0.0242 0.0302 -0.0160
C -1.2847 5.9447 1.5073 0.0180 -0.0704 -0.0151
C -1.0264 5.3490 0.2786 -0.0307 0.1260 0.0060
C -0.7549 3.9969 0.2076 0.0215 -0.2171 0.0138
H -0.6341 -5.0851 0.8857 -0.1225 -0.0545 -0.0833
H 0.9725 -4.5591 0.4174 0.0082 -0.0152 0.0119
H 0.6159 -4.9227 2.1290 -0.0276 0.0136 0.0047
H -0.4860 -3.2312 3.4997 -0.0158 0.0134 0.0180
H -1.4061 -1.5768 4.8610 0.0063 -0.0140 -0.0151
H -0.4483 -0.0940 4.6383 0.0083 -0.0067 -0.0223
H -2.1058 -0.1170 4.1017 -0.0069 -0.0291 0.0211
H -1.0444 3.2187 3.5047 -0.0064 0.0684 0.0453
H -1.4942 5.6545 3.6262 -0.0014 -0.0037 0.0015
H -1.4862 7.0061 1.5593 -0.0031 0.0021 -0.0109
H -1.0449 5.9444 -0.6235 0.0176 -0.0064 -0.0039
H -0.5835 3.5187 -0.7476 0.0467 0.0303 0.0062
Se 2.3192 -1.2629 0.6498 0.1026 0.1910 -0.1522
C 3.8125 -0.1059 0.3334 -0.3405 0.1813 -0.1685
C 4.7272 0.0414 1.3706 -0.1663 -0.1222 0.1641
C 5.8992 0.7378 1.1305 0.0347 -0.0058 -0.0748
C 6.1486 1.2600 -0.1324 -0.0020 0.0126 0.0229
C 5.2226 1.1086 -1.1571 0.0318 -0.0140 -0.0420
C 4.0407 0.4243 -0.9318 -0.1196 -0.0117 -0.0315
H 4.5300 -0.3933 2.3425 0.0442 0.0381 0.0156
H 6.6244 0.8596 1.9230 -0.0094 -0.0120 0.0129
H 7.0766 1.7812 -0.3243 -0.0107 0.0230 0.0173
H 5.4342 1.5090 -2.1391 -0.0285 0.0134 -0.0001
H 3.3206 0.2821 -1.7275 0.0185 0.0207 -0.0168
Cl -2.4133 -1.4972 -1.4922 -0.0624 0.0881 -0.0153
C -1.8873 -3.0546 -2.0900 0.3167 -0.2190 -0.2492
C -2.3767 -4.1954 -1.4791 -0.0700 0.0921 0.1237
C -1.8919 -5.4348 -1.8614 0.0172 -0.1077 0.1280
C -0.8717 -5.5234 -2.7962 0.0323 -0.0062 -0.0043
C -0.4094 -4.3803 -3.4225 -0.1830 0.0959 0.0373
Cl 0.8446 -4.4927 -4.6089 -0.0379 -0.0455 -0.0055
C -0.9657 -3.1185 -3.1538 -0.0993 0.0013 0.0807
N -0.6094 -2.0031 -3.8906 0.2654 0.3104 0.3134
C -1.6134 -1.1956 -4.5082 -0.2865 0.0449 -0.2063
C -2.7806 -1.7819 -4.9896 0.1801 0.0590 -0.0120
C -3.7375 -1.0101 -5.6239 -0.0816 -0.0189 0.0126
C -3.5502 0.3563 -5.7556 -0.0464 0.0203 -0.0355
C -2.4043 0.9461 -5.2492 0.0219 0.0180 -0.0496
C -1.4180 0.1815 -4.6396 0.1042 -0.0834 0.0462
C -0.2027 0.8665 -4.0196 -0.0791 -0.5491 0.0679
C -0.4298 0.7716 -2.5349 -1.2639 0.9898 -0.3621
O -1.3213 1.3473 -1.9617 0.5173 -0.1720 -0.2744
O 0.3321 -0.1159 -1.8298 0.4748 -0.3038 -0.4695
H -3.1371 -4.1043 -0.7135 0.0054 -0.0130 -0.0219
H -2.2962 -6.3342 -1.4166 0.0185 0.0161 0.0035
H -0.4536 -6.4822 -3.0708 -0.0030 0.0066 -0.0079
H 0.2169 -2.1408 -4.4551 -0.0347 -0.0723 -0.0732
H -2.9288 -2.8490 -4.8786 0.0326 -0.0177 -0.0467
H -4.6245 -1.4812 -6.0253 -0.0189 0.0172 0.0286
H -4.2966 0.9612 -6.2515 0.0029 0.0169 0.0186
H -2.2826 2.0196 -5.3206 0.0630 -0.0044 -0.0353
H -0.2070 1.9124 -4.3159 0.0678 0.0557 0.1169
H 0.7388 0.4037 -4.3096 0.0096 0.0132 0.0021


Entry 2:
15
Properties=species:S:1:pos:R:3:forces:R:3 method="wB97M-V/def2-TZVPD" lumo_ev=0.9 total_charge=0 energy_ha=-341.8972 multiplicity=1 smiles="[H]/N=C(/O)[C@H](C)N=C" relative_energy_ev=2.897 largest_force_ha_per_bohr=0.1029
H 0.2427 -2.1538 0.5014 0.0539 0.3437 -0.2251
N 1.1376 -1.6836 0.3795 0.2866 -0.6542 -0.0047
C 1.1258 -0.5968 -0.2024 3.4254 3.4388 0.2797
O 2.3744 0.2465 -0.3675 -1.3673 -2.3241 0.8062
C 0.1851 0.4621 -0.5959 -4.6300 -2.4144 -0.8542
C -0.1287 1.4468 0.5243 0.2525 -0.0834 -0.2265
N -1.1289 -0.3480 -1.0546 1.4400 1.8079 -0.8485
C -1.9716 -0.9011 -0.3190 0.4989 -0.3026 1.0480
H 3.0072 -0.0669 0.2959 0.0315 -0.1876 -0.2495
H 0.4728 0.9338 -1.5347 0.1649 -0.0119 0.3522
H -1.0714 1.9457 0.3072 0.0315 0.0637 -0.0279
H -0.2063 0.9509 1.4904 -0.0211 -0.0545 -0.0063
H 0.6708 2.1821 0.5721 -0.0093 0.0658 0.1047
H -2.8223 -1.4045 -0.7731 -0.0397 -0.0060 -0.1058
H -1.8873 -1.0132 0.7763 -0.1177 0.3190 -0.0424


Entry 3:
56
Properties=species:S:1:pos:R:3:forces:R:3 method="wB97M-V/def2-TZVPD" lumo_ev=-4.3 total_charge=+1 energy_ha=-4305.0003 multiplicity=1 relative_energy_ev=0.851 largest_force_ha_per_bohr=0.0184
Ti 0.1940 -0.3320 -0.4009 -0.2720 0.6660 -0.4185
Cl -6.6181 0.5081 1.8962 -0.0113 0.0080 0.0047
C -5.0253 0.0099 1.4529 0.0108 0.0309 0.0091
C -4.8182 -1.2925 0.9848 0.0133 -0.0067 -0.0085
C -3.5596 -1.7190 0.6258 0.0261 0.0585 -0.0512
C -2.4791 -0.8355 0.6970 -0.2199 0.2157 0.1473
O -1.2644 -1.2268 0.3527 0.4176 0.2612 -0.4436
C -2.6826 0.4734 1.1906 -0.0690 -0.2174 -0.0360
C -1.5571 1.3090 1.4768 0.0104 0.1429 0.0261
N -0.3614 1.0831 1.0544 -0.0014 -0.1520 -0.0066
C 0.7685 1.7367 1.5833 0.2195 0.0678 0.1309
C 0.8515 3.0220 2.0428 0.0064 -0.1275 -0.0152
C 2.0650 3.4835 2.5948 0.0746 -0.0039 0.0190
C 3.1582 2.6665 2.6845 -0.0318 0.0486 0.0167
C 3.1024 1.3416 2.1913 -0.0962 -0.0542 -0.0171
C 4.1852 0.4327 2.2199 -0.0305 -0.0445 -0.0310
C 4.0404 -0.8148 1.6782 0.0097 0.0239 0.0127
C 2.8257 -1.1611 1.0658 0.0003 -0.0128 0.0055
N 1.7889 -0.3481 1.0471 -0.0278 -0.0466 -0.2825
C 1.9028 0.8915 1.6204 0.1042 0.1486 0.0284
C -3.9709 0.8786 1.5810 -0.0028 -0.0381 -0.0183
H -5.6621 -1.9651 0.9131 -0.0008 -0.0047 -0.0007
H -3.3893 -2.7254 0.2699 0.0066 -0.0046 -0.0007
H -1.7302 2.1524 2.1455 0.0663 -0.0406 0.0616
H 0.0018 3.6889 1.9781 -0.0069 0.0021 -0.0056
H 2.1211 4.5022 2.9523 0.0091 -0.0006 0.0047
H 4.0818 3.0262 3.1186 -0.0009 0.0094 0.0045
H 5.1233 0.7388 2.6654 0.0101 -0.0059 0.0000
H 4.8491 -1.5303 1.6792 0.0088 0.0034 0.0042
H 2.7069 -2.1114 0.5607 -0.0012 0.0090 0.0067
H -4.1334 1.8710 1.9822 0.0166 0.0083 0.0018
Cl 0.2970 3.8507 -6.2459 -0.0024 0.0354 -0.0606
C 0.5883 2.9718 -4.7888 0.0217 -0.0585 0.0530
C 1.8247 2.4416 -4.5592 -0.0574 0.0097 0.0288
C 2.0895 1.7210 -3.3711 -0.1006 0.1220 0.1071
I 3.9595 0.9096 -3.0134 0.0611 -0.0229 -0.0187
C 1.1033 1.5640 -2.4390 -0.3166 0.1696 -0.1634
O 1.2579 0.8982 -1.2942 -0.1316 -0.8217 0.4473
C -0.1997 2.0831 -2.6819 0.1615 -0.0600 0.0843
N -1.1287 1.8039 -1.7334 -0.1905 -0.2383 0.0050
C -2.3496 2.2439 -1.9300 0.0576 -0.0068 0.0185
C -2.7263 2.9923 -3.0600 0.0323 0.0469 -0.0803
C -1.7954 3.2666 -4.0252 -0.0719 -0.0072 0.0557
C -0.4756 2.8001 -3.8583 0.0784 -0.0336 0.0492
H 2.6099 2.5701 -5.2905 -0.0078 0.0118 -0.0116
H -3.0873 2.0002 -1.1727 -0.0031 -0.0189 -0.0062
H -3.7489 3.3275 -3.1578 -0.0003 0.0061 -0.0078
H -2.0561 3.8247 -4.9137 -0.0170 0.0018 0.0036
F -1.2418 -3.6722 -1.3281 0.0087 -0.0316 -0.1850
C -0.7569 -3.4826 -2.5549 -0.0691 0.0457 0.1366
F -1.7555 -3.3275 -3.4113 0.0259 -0.0096 0.0502
F -0.0151 -4.5163 -2.9069 0.0109 0.0457 0.0494
S 0.2687 -1.9460 -2.5721 0.2486 -0.1845 0.0100
O 1.0971 -2.0147 -1.3292 0.1205 0.0239 0.3938
O 0.9412 -1.9101 -3.8136 0.0101 -0.0263 0.0061
O -0.6671 -0.8432 -2.2535 -0.1071 0.0571 -0.1133


Entry 4:
12
Properties=species:S:1:pos:R:3:forces:R:3 method="wB97M-V/def2-TZVPD" lumo_ev=1.0 total_charge=0 energy_ha=-344.2004 multiplicity=1 relative_energy_ev=0.738 largest_force_ha_per_bohr=0.0599
C -0.9543 1.1439 0.1163 -0.6995 -0.9595 0.6306
C -0.1735 0.7387 -0.9052 1.9150 -0.4716 -1.6866
C -1.3384 0.1185 0.9494 0.3598 -2.0860 0.6674
C -0.0640 -1.8190 -0.2857 1.6789 0.1167 -0.9451
C 0.2167 -0.5725 -0.8188 -1.4358 -1.7093 0.2377
C -0.7600 -1.0920 0.5944 0.4109 0.6464 -0.9870
C 3.0788 -0.1695 0.3357 -0.7410 2.6627 0.0407
O 2.7535 0.9317 0.3427 0.9073 -2.6196 0.0471
H -1.2611 2.1121 0.1033 -1.2006 2.7676 0.6222
H 0.1300 1.4221 -1.7076 0.1065 -0.4268 0.3825
H -1.9821 0.0242 1.7954 -0.5088 0.9829 0.3461
H 0.3543 -2.8381 -0.5199 -0.7927 1.0965 0.6442